(1)
DFT (ωB97M-V with the def2-TZVPD basis set) results for C8H6FNO2 in the gas phase in a non-equilibrium geometry.

Values from the calculation:
**Net charge**: 0
**SMILES**: O=[N+]([O-])/C=C\c1ccccc1F

CARTESIAN COORDINATES (ANGSTROEM)
1 C 0.7922 0.6727 -0.1351
2 C 2.0591 0.2612 -0.5827
3 C 2.2483 -0.8795 -1.3216
4 C 1.0553 -1.6275 -1.4892
5 C -0.1999 -1.2408 -1.1211
6 C -0.3582 -0.1014 -0.3241
7 C -1.7210 0.2087 0.1024
8 C -2.0808 0.8204 1.2283
9 H 2.8871 0.9688 -0.4580
10 H 3.1854 -1.0517 -1.8684
11 H 1.0918 -2.5417 -2.1122
12 H -1.0132 -1.9222 -1.2843
13 H -2.4764 -0.0528 -0.6393
14 H -3.0428 1.2347 1.3876
15 N -1.2442 1.0318 2.3960
16 O -0.2011 0.4421 2.6148
17 O -1.7103 1.8783 3.1502
18 F 0.7286 1.8989 0.4568


(2)
DFT (ωB97M-V with the def2-TZVPD basis set) results for C43H63N6O3P2SeSi3Y as an isolated structure in a non-equilibrium geometry.

Values from the calculation:
**Net charge**: 0

CARTESIAN COORDINATES (ANGSTROEM)
1 Y 0.5190 0.5762 -0.6175
2 C 0.9478 -4.2647 -2.8878
3 Si 0.4175 -2.7119 -1.9504
4 C -1.1772 -2.2022 -2.8103
5 C -0.0401 -3.3725 -0.2576
6 C 1.6196 -1.2877 -1.9116
7 Si 3.2124 -1.8134 -1.1028
8 C 4.0565 -3.2253 -2.0192
9 C 2.9263 -2.3791 0.6744
10 C 4.5884 -0.5354 -0.9908
11 Si 1.8000 -0.6635 -3.6307
12 C 1.7420 -1.9138 -5.0366
13 C 3.3019 0.3841 -4.1193
14 C 0.3343 0.5043 -3.9932
15 C -0.0151 0.8561 -5.2965
16 C -1.1113 1.6737 -5.5282
17 C -1.8410 2.1336 -4.4422
18 C -1.4319 1.7798 -3.1666
19 N -0.3732 0.9864 -2.9411
20 H 0.0537 -4.7848 -3.2615
21 H 1.4903 -4.9622 -2.2326
22 H 1.5945 -4.0470 -3.7460
23 H -1.9255 -3.0030 -2.7256
24 H -1.0048 -2.0131 -3.8811
25 H -1.5985 -1.2929 -2.3737
26 H -0.9119 -4.0346 -0.3625
27 H -0.2958 -2.5701 0.4440
28 H 0.7782 -3.9657 0.1712
29 H 3.4670 -4.1523 -1.9950
30 H 5.0439 -3.4358 -1.5805
31 H 4.2083 -2.9571 -3.0779
32 H 2.0413 -1.8992 1.1161
33 H 3.7941 -2.1258 1.2967
34 H 2.7817 -3.4653 0.7257
35 H 5.0700 -0.3612 -1.9617
36 H 5.3602 -0.9371 -0.3184
37 H 4.2453 0.4188 -0.5744
38 H 2.5196 -2.6778 -4.8918
39 H 1.9452 -1.4142 -5.9922
40 H 0.7754 -2.4299 -5.1154
41 H 4.1212 0.3505 -3.3935
42 H 3.0119 1.4292 -4.2675
43 H 3.7005 0.0093 -5.0691
44 H 0.5739 0.4763 -6.1274
45 H -1.3903 1.9438 -6.5417
46 H -2.7095 2.7719 -4.5650
47 H -1.9366 2.1601 -2.2846
48 C 4.7999 3.1999 -2.3254
49 N 3.8969 3.9334 -1.4615
50 C 4.1685 5.3521 -1.2139
51 C 2.7163 3.3586 -1.1339
52 N 2.3085 2.1989 -1.5330
53 N 1.8598 4.0871 -0.2895
54 C 2.1298 4.1317 1.0678
55 N 1.1358 4.7521 1.7767
56 N 3.2194 3.6271 1.5429
57 H 5.7807 3.6658 -2.2842
58 H 4.4647 3.1870 -3.3674
59 H 4.9062 2.1681 -1.9802
60 H 4.0234 5.6058 -0.1679
61 H 3.5401 6.0036 -1.8235
62 H 5.2116 5.5396 -1.4619
63 H 2.9745 1.7504 -2.1509
64 H 0.8693 3.7878 -0.4605
65 H 0.2206 4.6891 1.3372
66 H 1.1087 4.5010 2.7467
67 H 3.2823 3.7782 2.5435
68 O -1.6418 -0.6080 -0.0656
69 P -2.7922 -0.0682 0.7453
70 C -2.3051 0.7139 2.3110
71 P -0.7804 -0.0537 2.9116
72 O 0.3214 -0.1931 1.9050
73 C -1.2131 -1.6625 3.5898
74 C -0.4077 -2.7487 3.2572
75 C -0.6946 -4.0081 3.7732
76 C -1.7783 -4.1762 4.6237
77 C -2.5733 -3.0867 4.9722
78 C -2.2896 -1.8319 4.4617
79 C -0.2717 0.9105 4.3430
80 C -1.0135 1.9728 4.8530
81 C -0.5800 2.6362 5.9978
82 C 0.5904 2.2399 6.6306
83 C 1.3390 1.1831 6.1199
84 C 0.9087 0.5184 4.9813
85 C -3.9350 0.9721 -0.1567
86 C -4.2053 0.6077 -1.4739
87 C -5.1287 1.3356 -2.2151
88 C -5.7860 2.4154 -1.6382
89 C -5.5217 2.7708 -0.3185
90 C -4.5980 2.0509 0.4225
91 C -3.8227 -1.4346 1.3405
92 C -3.4430 -2.7450 1.0616
93 C -4.1969 -3.8065 1.5514
94 C -5.3320 -3.5590 2.3108
95 C -5.7238 -2.2495 2.5797
96 C -4.9730 -1.1897 2.0938
97 H -3.0980 0.6016 3.0588
98 H -2.0743 1.7644 2.1003
99 H 0.4338 -2.6033 2.5892
100 H -0.0750 -4.8545 3.5016
101 H -2.0073 -5.1584 5.0212
102 H -3.4179 -3.2219 5.6396
103 H -2.9088 -0.9851 4.7442
104 H -1.9182 2.3028 4.3505
105 H -1.1584 3.4656 6.3919
106 H 0.9234 2.7587 7.5227
107 H 2.2537 0.8739 6.6131
108 H 1.4884 -0.3084 4.5791
109 H -3.6818 -0.2306 -1.9219
110 H -5.3302 1.0599 -3.2442
111 H -6.5031 2.9858 -2.2190
112 H -6.0270 3.6203 0.1267
113 H -4.3598 2.3592 1.4376
114 H -2.5478 -2.9180 0.4751
115 H -3.8966 -4.8269 1.3402
116 H -5.9203 -4.3864 2.6905
117 H -6.6153 -2.0594 3.1685
118 H -5.2959 -0.1683 2.2833
119 O 2.5066 0.9717 0.9695
120 H 2.3003 0.5988 1.8320
121 H 2.7889 1.8860 1.1213
122 Se -0.9081 2.6933 0.1123


(3)
DFT (ωB97M-V with the def2-TZVPD basis set) results for C4H7NO2S as an isolated structure in a non-equilibrium geometry.

Values from the calculation:
**Net charge**: 0

CARTESIAN COORDINATES (ANGSTROEM)
1 O 1.9265 0.1070 0.8677
2 C 1.1072 -0.1895 0.0378
3 N 1.4253 -0.9356 -1.0972
4 C 0.5224 -1.5796 -1.9470
5 O 0.9166 -2.2347 -2.8752
6 C -0.3548 0.2048 0.1786
7 C -0.7790 0.8117 1.5127
8 S -2.4794 1.5009 1.3795
9 H 2.4076 -1.1720 -1.2163
10 H -0.5460 -1.5300 -1.7407
11 H -0.6978 0.9412 -0.5600
12 H -1.1020 -0.5871 0.0097
13 H -0.7918 0.0552 2.3007
14 H -0.0794 1.5790 1.8241
15 H -1.4755 3.0287 1.3258


(4)
DFT (ωB97M-V with the def2-TZVPD basis set) results for C2H4N2S2 as an isolated structure in a non-equilibrium geometry.

Values from the calculation:
**Net charge**: 0

CARTESIAN COORDINATES (ANGSTROEM)
1 C -1.7537 -0.2169 0.3629
2 C 0.4209 1.0357 -0.2287
3 N -1.5584 0.7264 -0.4320
4 N 0.7854 -0.1530 0.3631
5 S -0.3677 -0.8336 1.3390
6 S 1.2933 -1.4627 -0.8311
7 H -2.5887 -0.9256 0.5254
8 H 0.7355 1.2605 -1.1080
9 H 0.4520 1.9585 0.4896
10 H 2.5814 -1.3892 -0.4804


(5)
DFT (ωB97M-V with the def2-TZVPD basis set) results for HN4P in the gas phase in a non-equilibrium geometry.

Values from the calculation:
**Net charge**: 0

CARTESIAN COORDINATES (ANGSTROEM)
1 N 0.7843 -0.9809 -0.0006
2 N 1.4583 0.0115 -0.0017
3 N -0.5601 -0.8269 -0.0033
4 N 1.9896 0.9998 0.0190
5 P -1.1766 0.6373 -0.0174
6 H -2.4955 0.1592 0.0040


(6)
DFT (ωB97M-V with the def2-TZVPD basis set) results for C2H3NO2S in the gas phase in a non-equilibrium geometry.

Values from the calculation:
**Net charge**: 0
**SMILES**: O=CONC=S

CARTESIAN COORDINATES (ANGSTROEM)
1 C -1.5621 0.6354 -0.0422
2 C 1.5742 -0.8324 -0.0559
3 H -1.7767 1.6554 -0.2434
4 H 0.3993 1.1632 0.1648
5 H 1.9326 -1.8457 -0.1046
6 N -0.3173 0.4767 0.3957
7 O 0.2613 -0.8200 0.3455
8 O 2.2021 0.1520 -0.3274
9 S -2.7134 -0.5845 -0.1325


(7)
DFT (ωB97M-V with the def2-TZVPD basis set) results for C18H29ClN4O3S2 in the gas phase in a non-equilibrium geometry.

Values from the calculation:
**Net charge**: 0
**SMILES**: CN(C)CC(C)(C)CNC(=S)Nc1cc(S(=O)(=O)N2CCOCC2)ccc1Cl

CARTESIAN COORDINATES (ANGSTROEM)
1 C -1.6039 -0.1817 4.2542
2 N -1.4581 -0.5185 2.8532
3 C -0.3459 -1.4290 2.6541
4 H -0.2318 -1.6666 1.5983
5 H 0.5702 -0.9445 2.9927
6 H -0.4647 -2.3693 3.2133
7 C -2.7004 -0.9763 2.2400
8 H -3.4927 -1.0603 2.9909
9 H -2.5611 -1.9680 1.7981
10 C -3.1774 -0.0116 1.1291
11 C -4.4040 -0.6076 0.4382
12 H -4.1450 -1.5280 -0.0807
13 H -5.1740 -0.8346 1.1720
14 H -4.8289 0.0914 -0.2790
15 C -3.5159 1.3555 1.7222
16 H -2.6494 1.7610 2.2374
17 H -4.3364 1.2688 2.4305
18 H -3.8152 2.0535 0.9432
19 C -1.9966 0.1298 0.1510
20 N -2.2515 1.0402 -0.9419
21 C -1.7608 2.2755 -1.1294
22 S -2.5860 3.3809 -2.0431
23 N -0.5672 2.6666 -0.5693
24 C 0.5571 1.9341 -0.2677
25 C 0.7589 0.6326 -0.7311
26 C 1.8533 -0.0937 -0.3172
27 C 2.8200 0.4515 0.5041
28 C 2.6865 1.7738 0.9007
29 C 1.5691 2.4993 0.5275
30 Cl 1.3965 4.1337 1.0700
31 H 3.4360 2.2365 1.5233
32 H 3.6467 -0.1563 0.8319
33 S 1.9173 -1.8271 -0.7913
34 O 2.7463 -2.5083 0.1557
35 O 0.5577 -2.2525 -0.9677
36 N 2.6602 -1.9610 -2.2640
37 C 4.0887 -1.7538 -2.3233
38 H 4.4920 -1.9891 -1.3394
39 C 4.4160 -0.3162 -2.7410
40 H 5.4839 -0.2036 -2.9340
41 O 3.7659 0.0189 -3.9475
42 C 2.3641 -0.0904 -3.8289
43 H 1.9580 0.1763 -4.8058
44 C 1.9544 -1.5167 -3.4437
45 H 0.8885 -1.5863 -3.2313
46 H 2.2043 -2.1991 -4.2636
47 H 1.9996 0.6250 -3.0753
48 H 4.1120 0.3846 -1.9472
49 H 4.5022 -2.4497 -3.0614
50 H 0.0443 0.1692 -1.3886
51 H -0.4555 3.6740 -0.5247
52 H -3.1201 0.8811 -1.4358
53 H -1.1531 0.4872 0.7367
54 H -1.7490 -0.8553 -0.2597
55 H -2.4110 0.5377 4.3751
56 H -0.6788 0.2754 4.6047
57 H -1.8155 -1.0591 4.8855


The frontier orbital gap results, record by record, are as follows: 8.61, 6.57, 8.78, 8.93, 8.74, 8.92, 8.43 eV.
The relative energy (zero: lowest compared OMol25 entry of this formula, charge and spin) results, record by record, are as follows: 87.58, 0.00, 57.37, 94.88, 22.22, 61.47, 0.29 kcal/mol.
The E_tot results, record by record, are as follows: -613.4157, -6221.9480, -759.9851, -984.3637, -560.8323, -681.3614, -2404.5911 hartree.